A molecular structure, C7H10F2N4O. Source: OMol25; level of theory: ωB97M-V with the def2-TZVPD basis set.

```
! RIJCOSX wB97M-V def2-TZVPD def2/J DEFGRID3
* xyz 0 1
C -2.579 0.360 0.084
C -3.090 -1.601 -0.557
C -1.546 -0.465 0.478
C 0.593 -0.404 -1.363
C -0.279 -0.176 1.179
C 2.109 -1.192 0.426
C 1.194 -0.084 -0.023
N -3.504 -0.376 -0.530
N -1.896 -1.722 0.071
N 0.315 0.603 -2.167
N 1.799 1.243 0.145
O 0.252 -1.578 -1.575
F 3.153 -1.342 -0.523
F 1.569 -2.459 0.491
H -2.689 1.345 0.236
H -3.454 -2.311 -1.205
H -0.160 0.766 1.923
H -0.046 -0.973 1.821
H 2.738 -0.976 1.255
H -1.189 -2.590 0.009
H 0.511 1.503 -1.764
H -0.357 0.529 -2.847
H 1.644 1.770 1.019
H 2.792 1.258 -0.120
*
```

## Properties
Orbital gap in eV: 9.17
E_HOMO in eV: -8.54
Strongest force on any atom in eV/Å: 3.7
LUMO in eV: 0.6324
Energy above the lowest of the compared OMol25 structures with the same formula, charge and spin in kcal per mole: 13.8